{
  "formula": "C19H26F5N6O5PZn",
  "method": "the ωB97M-V functional and the def2-TZVPD basis",
  "elements": ["Zn", "O", "C", "C", "C", "C", "C", "C", "C", "C", "N", "H", "H", "H", "H", "H", "H", "H", "H", "H", "H", "H", "C", "O", "H", "H", "H", "N", "N", "N", "C", "N", "N", "H", "H", "H", "F", "C", "C", "C", "F", "C", "F", "C", "F", "C", "F", "C", "O", "P", "O", "C", "O", "C", "H", "H", "H", "H", "H", "H", "H", "H", "H"],
  "positions_angstrom": [[0.2530, 0.0473, -0.2078], [0.3945, 0.3187, 2.2571], [0.7584, -0.7412, 3.1399], [2.2352, -1.1552, 3.0393], [2.7168, -1.6498, 1.6524], [3.2467, -0.6243, 0.7117], [4.6200, -0.5180, 0.5536], [5.1691, 0.4405, -0.3009], [4.2841, 1.2131, -1.0349], [2.9283, 1.0750, -0.8658], [2.4022, 0.1628, -0.0026], [1.0822, 1.0281, 2.2689], [0.0754, -1.5705, 2.8966], [0.5373, -0.3937, 4.1619], [2.3752, -1.9587, 3.7901], [2.8847, -0.3333, 3.3198], [1.9557, -2.2743, 1.1653], [3.6080, -2.2571, 1.8180], [5.2403, -1.1851, 1.1421], [6.2220, 0.6051, -0.4255], [4.6176, 1.9430, -1.7724], [2.2462, 1.7119, -1.4329], [0.0528, 0.6686, -3.2059], [-0.3552, 0.6716, -1.8559], [0.7453, 1.5178, -3.4185], [-0.8378, 0.7985, -3.8596], [0.5699, -0.2801, -3.4827], [0.6989, 5.5762, -0.8953], [0.2328, 4.4003, -0.2898], [-0.6179, 4.3498, 0.7192], [-0.6497, 3.0630, 1.1036], [0.1990, 2.3392, 0.3306], [0.7459, 3.1804, -0.5378], [0.0139, 6.3488, -0.8300], [1.1316, 5.5015, -1.8426], [-1.2154, 2.6621, 1.9431], [-1.7006, -2.2429, 1.3591], [-0.8257, -2.7862, 0.4656], [0.0016, -1.9768, -0.2890], [0.7759, -2.6156, -1.2186], [1.6043, -1.9165, -2.0456], [0.8587, -4.0062, -1.3313], [1.7482, -4.5693, -2.1708], [0.0446, -4.8032, -0.5347], [0.0427, -6.1461, -0.6668], [-0.8173, -4.1689, 0.3657], [-1.6592, -4.9267, 1.0923], [-5.0623, 2.1558, -1.0778], [-4.1479, 1.7738, -0.0670], [-2.8614, 0.8398, -0.3669], [-3.5200, -0.6083, -0.8483], [-3.1095, -1.3323, -2.0012], [-2.4647, 0.5191, 1.1685], [-3.4309, 0.0655, 2.1218], [-5.9439, 2.5058, -0.5316], [-5.3203, 1.2903, -1.7031], [-4.6606, 2.9643, -1.6782], [-2.9876, -2.3750, -1.7051], [-2.1742, -0.9288, -2.4123], [-3.9110, -1.2603, -2.7515], [-3.8445, 0.9359, 2.6730], [-2.9376, -0.6364, 2.8003], [-4.2637, -0.4329, 1.6008]],
  "mulliken_charge": [0.99, -0.39, -0.58, -0.79, -0.54, 0.84, -0.77, -0.59, -1.00, -0.28, 0.42, 0.27, 0.16, 0.38, 0.45, 0.37, -0.15, 0.50, 0.42, 0.42, 0.41, 0.22, -1.06, -0.47, 0.21, 0.25, 0.23, -0.61, 1.03, -1.01, -0.31, 0.12, -0.69, 0.29, 0.28, 0.54, -0.21, 1.03, -1.67, 1.92, -0.38, 0.28, -0.33, 0.62, -0.32, 0.10, -0.33, -0.74, -0.27, 0.49, -0.42, -0.49, -0.17, -0.87, 0.24, 0.30, 0.27, 0.18, 0.08, 0.34, 0.26, 0.24, 0.29],
  "homo_lumo_gap_ha": 0.280,
  "lumo_ev": 0.228,
  "spin_multiplicity": 1,
  "e_homo_ev": -7.39,
  "energy_ha": -4064.25715,
  "total_charge": 0
}

***

{
  "formula": "C5H9NO",
  "method": "the ωB97M-V functional and the def2-TZVPD basis",
  "elements": ["C", "C", "C", "C", "C", "O", "N", "H", "H", "H", "H", "H", "H", "H", "H", "H"],
  "positions_angstrom": [[0.4045, 0.9085, -1.3830], [-0.0488, 0.1512, -0.1281], [-0.4233, 1.1114, 1.0162], [0.9775, -0.8227, 0.3332], [0.4013, -2.0139, 0.4197], [-0.9205, -2.0485, 0.0667], [-1.1984, -0.7192, -0.4977], [-0.4398, 1.1474, -2.0404], [1.1247, 0.3296, -1.9742], [0.8880, 1.8595, -1.1314], [-0.2038, 0.6841, 2.0027], [-1.4885, 1.3688, 1.0058], [0.1269, 2.0568, 0.9479], [2.0025, -0.5974, 0.5765], [0.8140, -2.9542, 0.7348], [-2.0162, -0.4616, 0.0513]],
  "mulliken_charge": [-1.52, 1.89, -1.54, -1.06, -0.28, -0.35, -0.43, 0.34, 0.36, 0.34, 0.38, 0.37, 0.35, 0.38, 0.46, 0.30],
  "homo_lumo_gap_ha": 0.339,
  "lumo_ev": 0.974,
  "spin_multiplicity": 1,
  "e_homo_ev": -8.24,
  "energy_ha": -325.82382,
  "total_charge": 0
}

***

{
  "formula": "C10H13MnN2O4S4",
  "method": "the ωB97M-V functional and the def2-TZVPD basis",
  "elements": ["Mn", "C", "O", "C", "C", "C", "C", "C", "C", "O", "C", "O", "C", "H", "H", "H", "H", "H", "H", "H", "H", "H", "S", "S", "S", "S", "N", "C", "N", "O", "H", "H", "H", "H"],
  "positions_angstrom": [[-1.1832, 0.6997, -2.3439], [-0.9318, -0.3900, 4.4857], [0.3712, 0.0040, 4.1057], [0.5792, 0.2521, 2.7831], [1.8884, 0.6739, 2.4553], [2.1738, 0.9598, 1.1535], [1.2289, 0.8485, 0.1027], [1.5893, 1.1776, -1.2594], [2.9936, 1.5998, -1.6430], [0.8087, 1.1344, -2.2178], [-0.1042, 0.4099, 0.4387], [-1.0441, 0.2223, -0.3857], [-0.3779, 0.1211, 1.8169], [-0.9051, -0.5269, 5.5640], [-1.2198, -1.3289, 4.0056], [-1.6676, 0.3769, 4.2323], [2.6232, 0.7695, 3.2423], [3.1761, 1.2901, 0.9235], [3.7181, 1.6394, -0.8381], [2.9209, 2.5810, -2.1121], [3.3424, 0.9041, -2.4070], [-1.3924, -0.1846, 2.0287], [-3.4320, 0.0354, -2.3898], [-4.2969, 1.2471, -3.8665], [-3.4373, 3.0449, -3.4431], [-1.3864, 2.6219, -3.6207], [-1.7864, -3.0178, -1.5757], [-0.6957, -2.2309, -1.7340], [0.3478, -2.4488, -0.8667], [-0.6583, -1.3904, -2.6253], [-1.7727, -3.8602, -1.0337], [-2.5650, -2.8116, -2.1827], [0.0850, -2.7362, 0.0636], [1.0101, -1.6869, -0.8566]],
  "mulliken_charge": [0.38, -0.81, -0.45, 1.07, -1.07, -0.71, -0.12, 1.03, -1.43, -0.33, 0.50, -0.59, -0.48, 0.23, 0.32, 0.34, 0.41, 0.17, 0.38, 0.32, 0.30, 0.44, -0.36, -0.16, -0.16, -0.39, -0.37, 0.82, -0.56, -0.64, 0.17, 0.24, 0.27, 0.23],
  "homo_lumo_gap_ha": [0.214, 0.217],
  "lumo_ev": [2.544, 2.544],
  "spin_multiplicity": 2,
  "e_homo_ev": [-3.27, -3.37],
  "energy_ha": -3543.22736,
  "total_charge": -1
}

***

{
  "formula": "C4H7NO2",
  "method": "the ωB97M-V functional and the def2-TZVPD basis",
  "elements": ["C", "O", "C", "N", "C", "C", "O", "H", "H", "H", "H", "H", "H", "H"],
  "positions_angstrom": [[2.2180, 0.3050, 0.0902], [0.6775, 0.6090, -0.1430], [-0.5062, -0.1280, -0.0301], [-0.3251, -1.4294, 0.2534], [-1.8814, 0.1527, -0.2889], [-3.0523, 1.0059, -0.1153], [-2.9535, -0.4261, 0.2973], [2.7399, -0.5843, -0.3922], [2.6075, 1.2519, -0.1471], [2.3466, 0.1859, 1.1158], [-1.2145, -2.0078, 0.2217], [0.5180, -1.9178, 0.3087], [-3.1983, 1.7181, 0.7768], [-3.5482, 1.3149, -0.9292]],
  "mulliken_charge": [-0.66, -0.43, 0.47, -0.36, 0.00, -0.33, -0.42, 0.28, 0.28, 0.35, 0.20, 0.17, 0.20, 0.27],
  "homo_lumo_gap_ha": 0.274,
  "lumo_ev": 0.758,
  "spin_multiplicity": 1,
  "e_homo_ev": -6.69,
  "energy_ha": -361.66182,
  "total_charge": 0
}